[1]
C46H109N5O11 | ωB97M-V/def2-TZVPD

Positions of all 171 atoms, in Å:
1 C 10.250 34.638 -2.946
2 C 11.408 34.309 -0.617
3 C 15.792 32.898 -8.532
4 H 10.884 35.799 -5.477
5 H 11.436 36.512 -1.038
6 H 15.165 36.322 -6.184
7 C 18.012 36.039 -4.103
8 H 19.138 33.710 -4.243
9 H 9.809 30.617 -2.907
10 H 11.002 31.816 -1.109
11 N 14.639 30.502 -4.438
12 C 12.586 37.736 -7.769
13 H 13.240 31.813 -2.041
14 C 17.373 32.133 -1.660
15 H 10.835 31.049 -9.852
16 C 16.191 36.498 -6.507
17 H 17.276 36.841 -4.052
18 H 13.507 30.957 -6.296
19 H 10.638 35.651 -3.043
20 H 14.894 35.721 -10.249
21 H 15.214 35.015 -4.315
22 C 17.301 33.024 -8.302
23 H 11.706 37.116 -7.939
24 H 10.256 31.991 -6.243
25 H 10.124 34.383 -8.335
26 H 12.562 30.730 -4.804
27 H 12.197 34.616 -5.266
28 C 12.978 36.531 -5.565
29 H 9.258 34.609 -2.495
30 C 13.684 35.886 -3.184
31 H 11.973 35.929 0.493
32 C 11.863 35.483 -5.836
33 H 14.844 38.206 -6.228
34 C 12.606 32.144 -7.469
35 H 13.132 30.323 -8.611
36 H 15.041 28.631 -3.449
37 H 16.628 30.029 -4.698
38 H 15.357 33.587 -7.808
39 C 15.884 30.521 -5.325
40 C 13.483 31.137 -5.221
41 H 13.952 36.192 -5.917
42 H 15.498 33.194 -9.539
43 H 8.406 32.003 -8.872
44 H 13.844 34.115 -12.010
45 C 13.999 40.201 -6.407
46 N 12.767 37.916 -6.228
47 H 16.443 31.816 -1.187
48 H 12.866 34.695 -2.897
49 N 11.198 33.765 -2.024
50 H 14.533 35.024 -6.329
51 H 10.707 38.001 -6.088
52 H 13.605 32.196 -4.993
53 O 12.474 33.869 -10.562
54 H 16.430 34.636 -2.217
55 H 13.763 35.209 -4.034
56 H 14.409 31.623 0.238
57 O 12.265 33.146 -5.181
58 O 13.942 38.203 -3.641
59 C 14.181 28.099 -5.332
60 C 14.258 28.994 -4.115
61 H 14.632 33.747 -10.458
62 C 13.644 32.816 -2.178
63 H 12.001 26.979 -6.421
64 H 15.163 33.532 -2.469
65 H 8.405 33.005 -7.318
66 O 14.146 33.572 -4.079
67 C 13.449 33.512 -5.109
68 H 16.086 29.810 -1.955
69 H 11.328 31.264 -3.508
70 C 16.009 30.888 -2.099
71 H 14.746 32.316 -3.294
72 C 10.344 31.540 -3.130
73 H 10.079 34.145 -3.903
74 H 15.130 27.703 -5.692
75 H 13.118 40.764 -6.096
76 H 12.398 38.776 -8.034
77 C 14.876 32.516 -0.177
78 C 19.363 36.557 -4.772
79 H 16.007 36.104 -9.152
80 C 10.461 32.351 -1.889
81 H 11.432 28.548 -7.137
82 H 16.873 31.483 -2.396
83 N 11.236 32.545 -8.090
84 H 19.997 35.720 -5.063
85 H 16.169 36.940 -7.504
86 H 11.883 34.691 -8.268
87 H 16.728 32.406 -4.976
88 H 10.355 30.788 -7.642
89 N 17.388 34.846 -4.921
90 H 14.877 33.354 -6.702
91 H 14.107 38.816 -4.757
92 H 13.070 35.697 -0.861
93 H 10.201 32.563 -9.942
94 H 15.737 31.286 -1.122
95 H 15.730 32.248 -0.799
96 C 13.807 37.249 -8.662
97 H 16.432 34.399 -6.758
98 H 13.819 30.989 -2.426
99 H 15.597 32.519 -6.194
100 C 12.535 33.659 -2.830
101 H 18.337 35.597 -3.161
102 C 15.135 35.455 -9.220
103 H 14.831 40.793 -6.027
104 H 12.348 29.945 -7.054
105 H 11.499 28.459 -5.513
106 H 9.787 32.000 -3.947
107 H 13.152 31.847 -10.087
108 H 11.517 38.588 -4.551
109 H 13.969 40.297 -7.492
110 H 14.691 37.880 -8.583
111 H 10.408 34.361 -0.186
112 O 15.693 36.862 -3.861
113 H 14.027 30.443 -7.244
114 H 19.108 37.095 -5.685
115 C 11.532 38.555 -5.640
116 C 16.136 33.815 -2.871
117 H 15.221 33.081 0.689
118 C 14.679 31.258 -3.039
119 H 15.945 33.408 -4.935
120 C 10.064 31.780 -7.295
121 H 8.016 31.280 -7.339
122 C 17.023 35.238 -6.393
123 C 11.065 34.090 -7.870
124 H 20.064 37.186 -4.223
125 H 17.167 31.782 -6.590
126 H 13.396 34.033 -7.304
127 O 18.063 32.881 -9.253
128 H 12.014 32.046 -11.417
129 H 15.410 34.405 -9.116
130 H 11.654 35.250 -6.880
131 C 16.377 31.844 -5.842
132 C 11.087 32.065 -9.549
133 H 9.451 32.562 -1.535
134 H 12.011 33.526 -0.156
135 H 17.832 32.861 -0.990
136 H 13.025 36.599 -4.478
137 C 12.042 28.067 -6.373
138 H 13.357 29.071 -3.506
139 O 14.071 33.364 -0.968
140 O 17.730 33.262 -7.184
141 C 14.072 34.044 -6.449
142 H 13.393 37.291 -9.669
143 H 11.058 34.254 -6.792
144 H 12.650 36.185 -3.006
145 O 13.348 28.574 -6.369
146 C 13.007 30.639 -7.575
147 H 19.118 33.886 -5.966
148 C 18.471 33.718 -5.105
149 C 12.302 32.431 -10.439
150 H 17.900 35.320 -7.036
151 C 14.002 38.781 -5.841
152 H 15.494 31.851 -8.471
153 H 13.893 35.296 -10.598
154 H 13.440 32.665 -7.938
155 H 12.560 32.528 -6.450
156 H 16.502 37.270 -5.803
157 O 17.072 32.744 -2.909
158 H 14.466 32.717 -2.888
159 H 13.822 27.201 -4.829
160 O 14.168 35.923 -8.316
161 C 13.797 34.263 -10.931
162 H 12.271 33.260 -3.810
163 H 15.689 29.900 -6.199
164 C 16.038 34.301 -4.318
165 H 13.869 35.476 -2.191
166 C 12.019 35.716 -0.574
167 H 11.449 39.557 -6.061
168 H 17.935 31.203 -1.739
169 H 17.895 32.812 -5.294
170 C 14.494 37.097 -3.560
171 C 8.624 32.055 -7.805

Cartesian forces (eV/Å) of the 3 atoms listed first:
0.3 -1.2 1.6
-1.0 0.4 -1.4
0.8 -1.3 -0.3

Properties
Charge = +2
Relative energy (zero: lowest compared OMol25 entry of this formula, charge and spin) = 5558.11 kJ/mol
Kohn-Sham gap = 7.324 eV

Atom charges from the Mulliken analysis, given in e for atoms 1 to 2: number 1, C, carries -0.54; number 2, C, carries -0.67

***

[2]
C31H46ErN2O6P2 | ωB97M-V/def2-TZVPD

Positions of all 88 atoms, in Å:
1 H -1.046 3.580 0.452
2 H -0.255 6.974 2.971
3 C 2.761 -4.713 -0.776
4 H -0.039 3.116 -1.569
5 C 1.442 -3.687 -3.366
6 H 3.268 -2.490 -3.366
7 C -0.740 5.311 1.671
8 O -0.122 1.193 0.715
9 C -3.035 0.086 -1.140
10 H -1.609 3.937 -1.423
11 Er -0.507 -0.607 -0.591
12 C -4.163 -0.615 -0.465
13 H 2.112 -1.409 -1.602
14 C 1.634 -4.476 0.255
15 H 0.297 0.756 -3.965
16 H 0.811 -0.209 -2.137
17 H 3.667 -5.105 -0.267
18 H 1.085 -5.434 0.342
19 H -1.880 -1.739 -3.896
20 O -2.261 5.578 -0.023
21 C 2.301 -1.168 1.392
22 C 0.780 5.119 3.499
23 C 0.710 -3.360 -0.076
24 H 1.810 3.199 3.674
25 H 1.182 -2.935 -4.123
26 H 4.818 0.729 0.611
27 C -1.063 3.160 -1.985
28 P -0.723 -1.316 2.331
29 H -2.748 2.081 1.139
30 C 0.234 -3.993 -2.452
31 H 2.509 -2.076 0.827
32 H 0.282 -5.055 -2.125
33 H -4.316 2.201 0.312
34 H -0.448 0.430 4.015
35 C -1.479 0.728 -2.740
36 H 2.424 -5.473 -1.506
37 C 0.575 1.762 1.685
38 N -1.602 6.119 0.893
39 H 1.385 -2.434 2.938
40 C -1.689 -2.881 2.637
41 C -2.588 -1.616 -3.059
42 H 2.061 -4.296 1.261
43 C -2.331 -0.351 -2.313
44 C 1.081 3.793 3.118
45 H 4.605 -0.833 -0.339
46 C -1.189 -0.357 3.829
47 H 1.703 -4.647 -3.854
48 H 4.441 0.830 -1.150
49 H -3.045 3.370 -0.036
50 P 2.486 0.275 0.161
51 H 4.004 -2.934 -1.058
52 C 1.153 -1.441 2.504
53 H -1.525 -3.577 1.803
54 C 3.144 -3.462 -1.510
55 C -1.671 1.811 -1.840
56 H -5.027 0.063 -0.397
57 H -2.174 0.117 3.686
58 C -0.091 5.920 2.743
59 O 2.007 4.868 5.453
60 H -4.512 -1.489 -1.031
61 C -2.634 1.423 -0.865
62 C -0.509 3.980 1.300
63 C 2.641 -3.102 -2.703
64 H -0.992 3.512 -3.033
65 H 3.181 -0.921 2.016
66 C 0.067 -3.105 -1.248
67 H -1.270 -1.008 4.711
68 H 0.361 -2.884 0.843
69 H -0.687 -3.915 -3.049
70 O 0.955 6.762 5.129
71 H -1.396 -3.343 3.587
72 H -0.942 -2.636 -1.193
73 O -1.655 7.338 1.158
74 C 4.297 0.233 -0.225
75 H -2.564 -2.511 -2.408
76 H -1.163 0.132 -4.789
77 H 2.430 0.233 -2.244
78 H -1.023 1.848 -4.489
79 H 1.362 -0.647 3.230
80 C 1.825 -0.358 -1.517
81 C -0.797 0.859 -4.055
82 C -3.225 2.306 0.171
83 C 0.356 3.199 2.051
84 H -3.883 -0.930 0.553
85 H -2.759 -2.625 2.688
86 N 1.279 5.614 4.765
87 H -3.590 -1.602 -3.525
88 O 1.439 1.217 2.405

Cartesian forces (eV/Å) of the 3 atoms listed first:
0.2 -0.1 0.2
0.0 -0.5 0.1
-0.2 -0.1 0.0

Properties
Spin multiplicity = 4
Charge = +1
Expectation value of S² = 3.7538
Relative energy (zero: lowest compared OMol25 entry of this formula, charge and spin) = 176.17 kJ/mol
Kohn-Sham gap (spin up / spin down) = 7.069 / 7.137 eV

Atom charges from the Mulliken analysis, given in e for atoms 1 to 2: number 1, H, carries -0.45; number 2, H, carries 0.58

***

[3]
C6H11BO | ωB97M-V/def2-TZVPD

Positions of all 19 atoms, in Å:
1 H -2.576 -1.928 0.459
2 C -0.715 -0.979 1.229
3 O 3.762 -1.104 -0.878
4 H -2.277 -0.388 -1.817
5 H -1.295 -0.653 2.077
6 H 3.535 2.168 -0.525
7 H -1.386 -2.083 -0.755
8 C -0.908 0.988 -0.431
9 H -0.478 1.307 -1.372
10 H -0.139 -1.713 1.641
11 C 3.777 0.019 -0.446
12 C -2.037 -0.027 -0.741
13 B 0.030 0.356 0.701
14 C -1.713 -1.298 0.078
15 C 3.211 1.137 -0.248
16 H -1.416 1.780 0.068
17 H -2.967 0.503 -0.685
18 H 1.185 0.821 1.227
19 H 2.409 1.095 0.417

Cartesian forces (eV/Å) of the 3 atoms listed first:
0.4 1.2 -0.2
-1.0 3.0 -2.4
1.6 2.4 1.7

Properties
Charge = 0
SMILES = B1CCCC1.C=C=O
Relative energy (zero: lowest compared OMol25 entry of this formula, charge and spin) = 417.62 kJ/mol
Kohn-Sham gap = 9.803 eV

Atom charges from the Mulliken analysis, given in e for atoms 1 to 2: number 1, H, carries 0.31; number 2, C, carries -0.90

***

Number 1: electronic energy -2916.70239 a.u.. Number 2: electronic energy -3467.06888 a.u.. Number 3: electronic energy -335.16712 a.u..